The following is a DFT calculation (ωB97M-V/def2-TZVPD) of a cluster of 4 separate species, H8O4 in total in a non-equilibrium geometry.

```
! RIJCOSX wB97M-V def2-TZVPD def2/J DEFGRID3
* xyz 0 1
O -0.27 1.81 -0.72
H -0.46 2.53 -1.29
H 0.61 1.97 -0.32
O 1.68 -2.29 -0.23
H 2.27 -1.63 0.17
H 0.87 -1.81 -0.30
O -0.82 -0.77 -0.52
H -1.27 -1.23 -1.23
H -0.59 0.18 -0.77
O -0.92 0.36 2.04
H -0.87 -0.11 1.18
H -0.23 1.00 1.98
*
```

**E_LUMO**: -0.03 eV
**HOMO-LUMO gap**: 10.81 eV
**SMILES**: O.O.O.O
**E_tot**: -8319.809 eV
**ΔE to the lowest compared entry with this formula, charge and spin**: 20.0 kcal per mole
**HOMO energy**: -10.8 eV

=====

The following is a DFT calculation (ωB97M-V/def2-TZVPD) of an isolated molecule of C4H4N2.

```
! RIJCOSX wB97M-V def2-TZVPD def2/J DEFGRID3
* xyz 0 1
C 0.29 0.19 -0.92
C 0.09 1.49 0.74
N 0.29 0.55 1.56
N 0.58 -0.64 1.47
C 0.37 -1.00 0.02
C -0.78 -0.58 -0.76
H 0.84 0.70 -1.70
H -0.81 2.09 0.86
H 0.91 -1.92 -0.19
H -1.77 -0.88 -1.09
*
```

**E_LUMO (spin up / spin down)**: -0.09 / -0.09 eV
**HOMO-LUMO gap (spin up / spin down)**: 8.47 / 8.47 eV
**E_tot**: -7186.719 eV
**ΔE to the lowest compared entry with this formula, charge and spin**: 137.7 kcal per mole
**HOMO energy (spin up / spin down)**: -8.6 / -8.6 eV

=====

The following is a DFT calculation (ωB97M-V/def2-TZVPD) of a structure of composition C25H50BCuN2O8PSSb.

```
! RIJCOSX wB97M-V def2-TZVPD def2/J DEFGRID3
* xyz -1 2
Cu -0.28 -2.04 -0.56
O 1.50 -0.06 2.74
S 0.53 -0.88 2.06
O -0.43 -1.55 2.88
O -0.39 0.14 1.15
O 1.13 -1.71 1.00
C -2.22 4.50 1.39
C -1.17 3.58 0.80
C -1.11 3.76 -0.72
O -1.56 2.21 1.04
B -0.39 1.50 1.20
O 0.72 2.31 1.30
C 0.23 3.65 1.47
C 1.21 4.61 0.82
C 0.15 3.91 2.97
H -3.16 4.39 0.85
H -1.89 5.54 1.32
H -2.40 4.26 2.44
H -2.07 3.47 -1.14
H -0.34 3.11 -1.15
H -0.89 4.79 -0.99
H 1.39 4.34 -0.22
H 2.16 4.56 1.36
H 0.83 5.63 0.87
H -0.57 3.24 3.44
H -0.14 4.94 3.19
H 1.12 3.71 3.42
C -5.44 2.07 0.90
C -6.02 0.77 1.45
N -5.15 -0.36 1.17
C -4.52 -0.96 2.34
C -3.49 -0.04 3.00
C -5.47 -1.14 0.04
O -6.56 -0.99 -0.54
C -4.46 -2.05 -0.47
C -4.84 -3.14 -1.34
C -3.84 -3.96 -1.81
C -2.51 -3.71 -1.51
N -2.13 -2.59 -0.77
C -3.10 -1.84 -0.27
H -6.09 2.92 1.15
H -5.36 2.01 -0.19
H -4.45 2.25 1.30
H -7.00 0.58 1.01
H -6.15 0.85 2.53
H -4.04 -1.89 2.04
H -5.30 -1.23 3.07
H -2.72 0.24 2.29
H -3.01 -0.56 3.83
H -3.96 0.87 3.37
H -5.88 -3.30 -1.58
H -4.08 -4.82 -2.43
H -1.72 -4.36 -1.84
H -2.78 -0.98 0.31
C 5.80 1.53 -1.90
C 4.43 1.00 -2.30
Sb 3.00 0.42 -0.73
C 3.88 -1.49 -0.22
C 5.31 -1.78 -0.65
C 3.88 1.56 0.90
C 5.16 1.05 1.53
H 6.36 1.89 -2.77
H 6.40 0.76 -1.42
H 5.71 2.36 -1.20
H 4.52 0.13 -2.95
H 3.89 1.75 -2.88
H 3.18 -2.22 -0.62
H 3.78 -1.57 0.87
H 5.46 -1.62 -1.73
H 5.60 -2.81 -0.43
H 6.03 -1.13 -0.14
H 3.07 1.59 1.63
H 4.00 2.58 0.52
H 5.04 0.03 1.89
H 5.44 1.67 2.40
H 6.00 1.07 0.84
C 1.27 -4.85 -1.44
P 1.44 -3.58 -2.70
C 3.14 -3.70 -3.30
C 0.41 -4.08 -4.09
O 1.11 -2.21 -2.20
H 1.56 -5.83 -1.82
H 0.24 -4.88 -1.10
H 1.90 -4.59 -0.59
H 3.35 -4.70 -3.68
H 3.82 -3.48 -2.47
H 3.30 -2.97 -4.08
H 0.63 -5.10 -4.40
H 0.60 -3.40 -4.92
H -0.63 -3.98 -3.80
*
```

**E_LUMO (spin up / spin down)**: 2.25 / 2.24 eV
**HOMO-LUMO gap (spin up / spin down)**: 3.85 / 7.45 eV
**E_tot**: -118081.578 eV
**ΔE to the lowest compared entry with this formula, charge and spin**: 0.0 kcal per mole
**HOMO energy (spin up / spin down)**: -1.6 / -5.2 eV

=====

Question: The highest E_tot belongs to which entry?
Answer: C4H4N2

=====

Please write out number 3 again, unchanged.
The following is a DFT calculation (ωB97M-V/def2-TZVPD) of a structure of composition C25H50BCuN2O8PSSb.

```
! RIJCOSX wB97M-V def2-TZVPD def2/J DEFGRID3
* xyz -1 2
Cu -0.28 -2.04 -0.56
O 1.50 -0.06 2.74
S 0.53 -0.88 2.06
O -0.43 -1.55 2.88
O -0.39 0.14 1.15
O 1.13 -1.71 1.00
C -2.22 4.50 1.39
C -1.17 3.58 0.80
C -1.11 3.76 -0.72
O -1.56 2.21 1.04
B -0.39 1.50 1.20
O 0.72 2.31 1.30
C 0.23 3.65 1.47
C 1.21 4.61 0.82
C 0.15 3.91 2.97
H -3.16 4.39 0.85
H -1.89 5.54 1.32
H -2.40 4.26 2.44
H -2.07 3.47 -1.14
H -0.34 3.11 -1.15
H -0.89 4.79 -0.99
H 1.39 4.34 -0.22
H 2.16 4.56 1.36
H 0.83 5.63 0.87
H -0.57 3.24 3.44
H -0.14 4.94 3.19
H 1.12 3.71 3.42
C -5.44 2.07 0.90
C -6.02 0.77 1.45
N -5.15 -0.36 1.17
C -4.52 -0.96 2.34
C -3.49 -0.04 3.00
C -5.47 -1.14 0.04
O -6.56 -0.99 -0.54
C -4.46 -2.05 -0.47
C -4.84 -3.14 -1.34
C -3.84 -3.96 -1.81
C -2.51 -3.71 -1.51
N -2.13 -2.59 -0.77
C -3.10 -1.84 -0.27
H -6.09 2.92 1.15
H -5.36 2.01 -0.19
H -4.45 2.25 1.30
H -7.00 0.58 1.01
H -6.15 0.85 2.53
H -4.04 -1.89 2.04
H -5.30 -1.23 3.07
H -2.72 0.24 2.29
H -3.01 -0.56 3.83
H -3.96 0.87 3.37
H -5.88 -3.30 -1.58
H -4.08 -4.82 -2.43
H -1.72 -4.36 -1.84
H -2.78 -0.98 0.31
C 5.80 1.53 -1.90
C 4.43 1.00 -2.30
Sb 3.00 0.42 -0.73
C 3.88 -1.49 -0.22
C 5.31 -1.78 -0.65
C 3.88 1.56 0.90
C 5.16 1.05 1.53
H 6.36 1.89 -2.77
H 6.40 0.76 -1.42
H 5.71 2.36 -1.20
H 4.52 0.13 -2.95
H 3.89 1.75 -2.88
H 3.18 -2.22 -0.62
H 3.78 -1.57 0.87
H 5.46 -1.62 -1.73
H 5.60 -2.81 -0.43
H 6.03 -1.13 -0.14
H 3.07 1.59 1.63
H 4.00 2.58 0.52
H 5.04 0.03 1.89
H 5.44 1.67 2.40
H 6.00 1.07 0.84
C 1.27 -4.85 -1.44
P 1.44 -3.58 -2.70
C 3.14 -3.70 -3.30
C 0.41 -4.08 -4.09
O 1.11 -2.21 -2.20
H 1.56 -5.83 -1.82
H 0.24 -4.88 -1.10
H 1.90 -4.59 -0.59
H 3.35 -4.70 -3.68
H 3.82 -3.48 -2.47
H 3.30 -2.97 -4.08
H 0.63 -5.10 -4.40
H 0.60 -3.40 -4.92
H -0.63 -3.98 -3.80
*
```

**E_LUMO (spin up / spin down)**: 2.25 / 2.24 eV
**HOMO-LUMO gap (spin up / spin down)**: 3.85 / 7.45 eV
**E_tot**: -118081.578 eV
**ΔE to the lowest compared entry with this formula, charge and spin**: 0.0 kcal per mole
**HOMO energy (spin up / spin down)**: -1.6 / -5.2 eV

=====

Please write out number 1 again, unchanged.
The following is a DFT calculation (ωB97M-V/def2-TZVPD) of a cluster of 4 separate species, H8O4 in total in a non-equilibrium geometry.

```
! RIJCOSX wB97M-V def2-TZVPD def2/J DEFGRID3
* xyz 0 1
O -0.27 1.81 -0.72
H -0.46 2.53 -1.29
H 0.61 1.97 -0.32
O 1.68 -2.29 -0.23
H 2.27 -1.63 0.17
H 0.87 -1.81 -0.30
O -0.82 -0.77 -0.52
H -1.27 -1.23 -1.23
H -0.59 0.18 -0.77
O -0.92 0.36 2.04
H -0.87 -0.11 1.18
H -0.23 1.00 1.98
*
```

**E_LUMO**: -0.03 eV
**HOMO-LUMO gap**: 10.81 eV
**SMILES**: O.O.O.O
**E_tot**: -8319.809 eV
**ΔE to the lowest compared entry with this formula, charge and spin**: 20.0 kcal per mole
**HOMO energy**: -10.8 eV

=====

Please write out number 2 again, unchanged.
The following is a DFT calculation (ωB97M-V/def2-TZVPD) of an isolated molecule of C4H4N2.

```
! RIJCOSX wB97M-V def2-TZVPD def2/J DEFGRID3
* xyz 0 1
C 0.29 0.19 -0.92
C 0.09 1.49 0.74
N 0.29 0.55 1.56
N 0.58 -0.64 1.47
C 0.37 -1.00 0.02
C -0.78 -0.58 -0.76
H 0.84 0.70 -1.70
H -0.81 2.09 0.86
H 0.91 -1.92 -0.19
H -1.77 -0.88 -1.09
*
```

**E_LUMO (spin up / spin down)**: -0.09 / -0.09 eV
**HOMO-LUMO gap (spin up / spin down)**: 8.47 / 8.47 eV
**E_tot**: -7186.719 eV
**ΔE to the lowest compared entry with this formula, charge and spin**: 137.7 kcal per mole
**HOMO energy (spin up / spin down)**: -8.6 / -8.6 eV